The following is a DFT calculation (ωB97M-V with the def2-TZVPD basis set) of a single C5H7NO molecule.

Atoms and positions in Å:
C 2.357 -0.220 0.175
C 1.058 0.562 0.185
O 1.061 1.717 0.564
C -0.186 0.017 -0.471
C -1.295 1.100 -0.515
C -1.583 -0.041 0.019
N -2.486 -0.920 0.529
H 3.023 0.203 -0.585
H 2.233 -1.289 -0.014
H 2.834 -0.058 1.143
H 0.055 -0.717 -1.259
H -1.336 2.170 -0.447
H -2.295 -1.891 0.329
H -3.440 -0.635 0.348

Atoms 1-6, force components in eV/Å:
C -0.07 -0.03 0.05
C -0.02 0.25 0.29
O 0.12 -0.44 0.25
C 0.14 0.11 -0.14
C 0.10 -0.64 0.06
C -0.01 0.17 -0.10

Computed properties:
SMILES: CC(=O)[C@@H]1C=C1N
HOMO level: -8.258 eV
Relative energy (zero: lowest compared OMol25 entry of this formula, charge and spin): 70.2 kcal/mol
Gap between HOMO and LUMO: 9.060 eV
Charge: 0